Record 1
DFT (ωB97M-V/def2-TZVPD) results for a 3-piece molecular cluster, C19H19INO10P overall in a non-equilibrium geometry.

Properties
SMILES: C[C@H](I)CP(C[C@@H]1CO1)N=C=O.O=C1C=C(O)C(=O)C=C1O.O=C1C=C(O)C(=O)C=C1O
HOMO level in eV: -8.76

Each line ends with the natural charge from an NBO analysis.
CARTESIAN COORDINATES (ANGSTROEM)
1 C -4.668 -0.387 -0.780  -0.64
2 C -3.775 0.527 0.033  -0.28
3 I -3.251 2.268 -1.113  0.06
4 C -2.509 -0.155 0.540  -0.77
5 P -1.749 0.851 1.879  0.97
6 C 0.061 0.603 1.712  -0.78
7 C 0.650 1.882 1.109  0.06
8 C 1.554 1.733 -0.042  -0.16
9 O 1.986 2.123 1.349  -0.50
10 N -2.207 -0.058 3.330  -0.85
11 C -2.902 0.605 4.088  0.88
12 O -3.616 1.157 4.810  -0.48
13 H -4.955 -1.263 -0.198  0.22
14 H -5.579 0.145 -1.055  0.22
15 H -4.198 -0.687 -1.714  0.22
16 H -4.332 0.913 0.885  0.22
17 H -2.809 -1.119 0.962  0.25
18 H -1.797 -0.333 -0.266  0.24
19 H 0.336 -0.223 1.062  0.24
20 H 0.500 0.505 2.706  0.26
21 H 0.000 2.753 1.081  0.20
22 H 2.186 0.861 -0.144  0.20
23 H 1.716 2.567 -0.710  0.22
24 O 1.884 3.512 -2.560  -0.56
25 C 2.328 3.447 -3.694  0.48
26 C 1.794 2.591 -4.729  -0.40
27 C 2.375 2.593 -5.938  0.34
28 O 1.965 1.849 -6.952  -0.62
29 C 3.574 3.460 -6.255  0.47
30 O 4.032 3.370 -7.379  -0.54
31 C 4.093 4.331 -5.223  -0.39
32 C 3.511 4.331 -4.015  0.33
33 O 3.911 5.091 -3.008  -0.62
34 H 0.939 1.974 -4.493  0.25
35 H 2.568 2.050 -7.696  0.51
36 H 4.940 4.958 -5.462  0.25
37 H 3.319 4.889 -2.258  0.51
38 O 0.001 -3.547 1.126  -0.55
39 C -0.058 -3.949 2.276  0.47
40 C -0.025 -3.098 3.443  -0.39
41 C -0.083 -3.651 4.662  0.34
42 O -0.062 -2.957 5.788  -0.62
43 C -0.180 -5.147 4.860  0.47
44 O -0.210 -5.550 6.008  -0.54
45 C -0.234 -6.001 3.690  -0.39
46 C -0.179 -5.443 2.472  0.33
47 O -0.222 -6.134 1.343  -0.63
48 H 0.046 -2.031 3.286  0.24
49 H -0.114 -3.612 6.512  0.51
50 H -0.318 -7.068 3.840  0.25
51 H -0.159 -5.477 0.622  0.51



Record 2
DFT (ωB97M-V/def2-TZVPD) results for C26H43F5P2Tl as an isolated structure in a non-equilibrium geometry.

Properties
HOMO level (spin up / spin down) in eV: -9.39 / -9.39
ΔE to the lowest compared entry with this formula, charge and spin in kcal per mole: 2.38
Charge: +1

Each line ends with the Löwdin charge.
CARTESIAN COORDINATES (ANGSTROEM)
1 Tl 0.124 0.091 -1.704  0.96
2 C -0.184 3.224 2.694  -0.12
3 C -0.885 2.064 3.128  -0.12
4 C 1.222 2.003 4.043  -0.11
5 C 1.113 3.191 3.270  -0.12
6 C -0.011 1.306 3.956  -0.12
7 C -0.686 4.277 1.792  0.01
8 H -1.774 4.221 1.691  0.09
9 H -0.251 4.189 0.785  0.12
10 H -0.422 5.273 2.171  0.10
11 C 2.177 4.190 3.080  0.02
12 H 1.754 5.161 2.798  0.09
13 H 2.871 3.885 2.283  0.11
14 H 2.766 4.317 3.996  0.10
15 C 2.421 1.571 4.786  0.02
16 H 2.834 2.396 5.378  0.10
17 H 3.214 1.232 4.103  0.11
18 H 2.183 0.743 5.460  0.09
19 C -0.315 0.020 4.617  0.00
20 H -0.235 0.108 5.710  0.11
21 H 0.390 -0.765 4.302  0.11
22 H -1.329 -0.317 4.374  0.09
23 C -2.293 1.728 2.819  0.00
24 H -2.977 2.062 3.618  0.12
25 H -2.424 0.641 2.713  0.09
26 H -2.618 2.209 1.886  0.09
27 C -0.036 -0.776 -3.646  -0.36
28 C -1.202 0.148 -4.018  -0.51
29 C -2.567 -0.516 -3.706  -0.19
30 C -2.857 -0.621 -2.193  -0.21
31 C -1.704 -0.848 -1.224  -0.36
32 C -1.061 -2.248 -1.182  -0.37
33 C -1.121 -2.961 -2.532  -0.16
34 C -0.254 -2.298 -3.623  -0.19
35 H -2.554 -1.517 -4.165  0.10
36 H -3.584 -1.439 -2.108  0.12
37 H -3.365 0.060 -4.211  0.11
38 H -0.601 -2.698 -4.595  0.13
39 H 0.871 -0.538 -4.225  0.09
40 H -1.164 0.409 -5.090  0.10
41 H 0.753 -2.715 -3.487  0.11
42 H -0.743 -3.986 -2.394  0.11
43 H -1.706 -2.825 -0.480  0.14
44 H -2.167 -3.053 -2.845  0.11
45 H -3.373 0.316 -1.914  0.10
46 H -1.985 -0.568 -0.211  0.07
47 P -1.112 1.969 -3.475  0.85
48 P 0.545 -3.782 1.612  0.87
49 C 0.373 -2.252 -0.597  -0.35
50 C 0.919 -3.627 -0.198  -0.35
51 H 0.336 -1.581 0.286  0.06
52 H 1.163 -1.864 -1.294  0.07
53 H 0.476 -4.443 -0.792  0.09
54 H 2.010 -3.608 -0.335  0.08
55 C 1.989 -4.885 1.892  -0.31
56 H 2.098 -4.951 2.975  0.02
57 H 2.894 -4.434 1.467  0.04
58 H 1.804 -5.875 1.453  0.04
59 C -0.785 -5.053 1.453  -0.31
60 H -0.396 -6.009 1.064  0.04
61 H -1.633 -4.703 0.850  0.03
62 H -1.133 -5.197 2.482  0.03
63 C 0.214 2.653 -4.482  -0.28
64 H 0.293 3.721 -4.251  0.05
65 H 0.049 2.534 -5.556  0.05
66 H 1.186 2.198 -4.212  0.05
67 C -2.670 2.868 -3.614  -0.27
68 H -3.420 2.507 -2.897  0.04
69 H -3.125 2.870 -4.618  0.06
70 H -2.468 3.913 -3.326  0.05
71 F 3.352 -0.037 -1.843  0.01
72 C 2.879 0.255 -0.604  -0.37
73 F 3.189 -0.776 0.219  0.04
74 C 3.526 1.519 -0.036  -0.55
75 F 4.879 1.458 -0.121  0.14
76 F 3.122 2.645 -0.686  0.11
77 F 3.201 1.619 1.283  0.10



Record 3
DFT (ωB97M-V/def2-TZVPD) results for a 2-piece molecular cluster, C5H11O3 overall in a non-equilibrium geometry.

Properties
HOMO level in eV: -4.61
ΔE to the lowest compared entry with this formula, charge and spin in kcal per mole: 15.94
Charge: -1

Each line ends with the natural charge from an NBO analysis.
CARTESIAN COORDINATES (ANGSTROEM)
1 C -1.806 0.534 -0.646  0.12
2 C -1.284 1.356 0.617  -0.65
3 C -1.274 0.988 -2.006  -0.64
4 O -1.635 -0.842 -0.407  -0.80
5 H -2.884 0.662 -0.601  0.13
6 H -1.433 2.406 0.358  0.17
7 H -0.838 2.003 -1.857  0.19
8 H -0.515 0.368 -2.515  0.22
9 H -2.086 1.144 -2.722  0.19
10 H -0.658 -1.066 -0.183  0.51
11 H -0.282 0.988 0.839  0.26
12 H -2.034 1.067 1.360  0.19
13 C 2.888 -1.791 1.383  -0.74
14 C 1.760 -0.876 0.743  0.79
15 O 0.646 -1.404 0.505  -0.80
16 O 2.019 0.339 0.626  -0.77
17 H 3.712 -1.761 0.685  0.20
18 H 2.452 -2.767 1.533  0.20
19 H 3.252 -1.346 2.292  0.20



Record 4
DFT (ωB97M-V/def2-TZVPD) results for C3H2O3 as an isolated structure in a non-equilibrium geometry.

Properties
HOMO level in eV: -10.42
ΔE to the lowest compared entry with this formula, charge and spin in kcal per mole: 86.55

Each line ends with the natural charge from an NBO analysis.
CARTESIAN COORDINATES (ANGSTROEM)
1 C 0.693 -0.423 -0.467  0.39
2 C -0.413 -0.384 0.480  0.26
3 C -2.046 -0.268 -0.505  0.44
4 O 1.773 -0.124 -0.077  -0.46
5 O -1.431 -1.241 0.169  -0.49
6 O -1.179 0.760 -0.126  -0.49
7 H 0.352 -0.685 -1.475  0.13
8 H -0.087 -0.382 1.580  0.22



Record 5
DFT (ωB97M-V/def2-TZVPD) results for C25H23As2Cl5N2O8PdS as an isolated structure.

Properties
HOMO level in eV: -0.91
ΔE to the lowest compared entry with this formula, charge and spin in kcal per mole: 2.67
Charge: -2

Each line ends with the natural charge from an NBO analysis.
CARTESIAN COORDINATES (ANGSTROEM)
1 Pd -0.059 -0.008 0.765  0.52
2 Cl 1.374 1.264 -2.005  0.02
3 C 2.316 1.337 -0.556  0.02
4 C 1.744 0.922 0.646  -0.27
5 C 2.516 1.104 1.792  0.01
6 Cl 1.842 0.670 3.328  0.03
7 C 3.805 1.633 1.753  -0.13
8 Cl 4.726 1.839 3.204  0.01
9 C 4.359 1.997 0.532  -0.11
10 Cl 5.967 2.637 0.458  0.00
11 C 3.606 1.852 -0.630  -0.12
12 Cl 4.289 2.330 -2.150  0.00
13 C -1.560 -4.224 2.543  -0.26
14 O -1.801 -3.031 1.808  -0.52
15 C -1.954 -1.893 2.507  0.78
16 O -1.976 -1.862 3.714  -0.60
17 C -2.088 -0.692 1.626  -0.50
18 C -2.484 -0.836 0.327  -0.37
19 As -3.087 0.610 -0.898  0.97
20 C -2.036 0.049 -2.479  -0.96
21 C -2.049 2.035 -0.201  -0.72
22 C -1.124 1.799 0.924  -0.54
23 As -1.918 1.063 2.593  0.94
24 C -3.810 1.605 2.411  -0.96
25 C -0.238 2.955 1.253  0.80
26 O -0.028 3.399 2.364  -0.65
27 O 0.389 3.454 0.168  -0.53
28 C 1.205 4.582 0.418  -0.25
29 C -2.496 3.317 -0.528  0.70
30 O -2.254 4.412 -0.011  -0.74
31 O -3.318 3.303 -1.684  -0.57
32 C -3.987 4.515 -1.935  -0.24
33 C -3.082 -2.141 -0.160  0.78
34 O -4.222 -2.395 0.143  -0.60
35 O -2.465 -2.930 -1.049  -0.52
36 C -1.064 -2.798 -1.312  -0.27
37 H -1.955 -5.040 1.941  0.18
38 H -2.056 -4.185 3.511  0.20
39 H -0.484 -4.339 2.677  0.20
40 H -2.447 -0.860 -2.921  0.20
41 H -0.984 -0.074 -2.236  0.23
42 H -2.149 0.873 -3.185  0.23
43 H -4.176 1.546 1.388  0.22
44 H -3.886 2.638 2.755  0.22
45 H -4.410 0.963 3.059  0.21
46 H 1.655 4.841 -0.539  0.18
47 H 1.983 4.351 1.149  0.18
48 H 0.600 5.410 0.790  0.19
49 H -4.680 4.319 -2.755  0.16
50 H -3.292 5.308 -2.223  0.17
51 H -4.539 4.861 -1.057  0.17
52 H -0.549 -3.649 -0.868  0.19
53 H -0.645 -1.890 -0.889  0.23
54 H -0.928 -2.792 -2.392  0.18
55 C 4.641 -4.952 -1.167  -0.64
56 C 3.686 -3.793 -1.268  0.25
57 C 3.567 -3.049 -2.438  -0.39
58 C 2.623 -2.034 -2.414  0.09
59 N 1.881 -1.761 -1.357  -0.52
60 C 2.089 -2.500 -0.243  0.25
61 S 1.206 -2.125 1.177  -0.26
62 N 2.967 -3.532 -0.189  -0.51
63 H 5.301 -5.005 -2.033  0.20
64 H 4.081 -5.886 -1.094  0.22
65 H 5.237 -4.857 -0.260  0.23
66 H 4.171 -3.252 -3.313  0.20
67 H 2.454 -1.406 -3.286  0.19



Record 6
DFT (ωB97M-V/def2-TZVPD) results for a 12-piece molecular cluster, C2H27NO13 overall in a non-equilibrium geometry.

Properties
SMILES: O=CNCO.O.O.O.O.O.O.O.O.O.O.O
HOMO level in eV: -10.22
ΔE to the lowest compared entry with this formula, charge and spin in kcal per mole: 0.00

Each line ends with the natural charge from an NBO analysis.
CARTESIAN COORDINATES (ANGSTROEM)
1 O -1.035 -0.005 2.661  -0.68
2 C -2.059 -0.123 2.006  0.54
3 N -2.034 0.046 0.655  -0.63
4 C -0.765 0.423 -0.010  0.09
5 O -0.891 0.119 -1.361  -0.78
6 H -3.039 -0.178 2.462  0.14
7 H -2.858 -0.194 0.145  0.41
8 H -0.728 1.526 0.138  0.18
9 H 0.112 -0.104 0.362  0.18
10 H -0.115 -0.423 -1.665  0.51
11 O -2.481 -3.330 0.627  -0.99
12 H -2.583 -3.159 -0.325  0.50
13 H -1.763 -3.940 0.785  0.48
14 O 2.811 -0.954 -0.281  -0.97
15 H 3.018 -1.018 0.662  0.49
16 H 2.853 0.006 -0.436  0.50
17 O 1.642 1.795 -3.266  -0.96
18 H 1.432 2.670 -2.935  0.46
19 H 1.236 1.114 -2.722  0.49
20 O 1.593 1.364 2.905  -1.00
21 H 0.696 1.021 2.768  0.49
22 H 1.903 1.627 2.015  0.48
23 O -0.157 -2.947 1.802  -0.96
24 H -0.828 -2.878 2.496  0.49
25 H -0.016 -1.990 1.725  0.48
26 O 2.446 2.066 0.382  -0.99
27 H 3.396 2.177 0.441  0.49
28 H 1.952 2.764 -0.053  0.52
29 O -1.387 3.925 -0.864  -0.96
30 H -2.107 3.537 -1.368  0.49
31 H -0.546 3.546 -1.122  0.47
32 O 0.685 3.871 1.125  -0.99
33 H -0.140 4.303 0.863  0.49
34 H 0.683 3.806 2.089  0.50
35 O 1.230 -0.879 -2.443  -1.02
36 H 1.681 -1.305 -1.695  0.55
37 H 1.181 -1.239 -3.331  0.51
38 O 0.810 -2.993 -1.044  -0.97
39 H 1.502 -3.593 -0.727  0.48
40 H 0.245 -3.025 -0.251  0.50
41 O -1.848 -2.453 -1.882  -0.98
42 H -1.759 -1.516 -1.620  0.49
43 H -1.015 -2.619 -2.341  0.49



no.,total energy (hartree),molecular weight (g/mol)
1,-2181.56183,579.24
2,-2370.52889,716.95
3,-422.88827,119.14
4,-341.09888,86.05
5,-8976.54160,945.06
6,-1125.27507,273.23